(1)
The following is a DFT calculation (ωB97M-V with the def2-TZVPD basis set) of one molecule with the formula C2H3NO2 in a non-equilibrium geometry.

Computed properties:
Net charge: 0
Lowest unoccupied orbital energy (spin up / spin down) in eV: 0.73 / 0.72
Highest occupied orbital energy (spin up / spin down) in hartree: -0.309 / -0.282
Kohn-Sham gap (spin up / spin down) in eV: 9.15 / 8.38

CARTESIAN COORDINATES (ANGSTROEM)
C (-0.34880, 0.95981, 0.41672)
H (1.31211, -0.16439, -0.17054)
O (0.80775, -0.46027, 1.74212)
C (0.35022, -0.34938, 0.38058)
O (-0.11260, 1.48608, 1.58256)
H (-0.86331, 1.66885, -0.15494)
H (-0.20628, -1.15686, 0.17834)
N (0.65046, 0.76152, 2.40682)


(2)
The following is a DFT calculation (ωB97M-V with the def2-TZVPD basis set) of one molecule with the formula C2H3NO2S in a non-equilibrium geometry.

Computed properties:
Net charge: 0
Lowest unoccupied orbital energy (spin up / spin down) in eV: -0.66 / -0.65
Highest occupied orbital energy (spin up / spin down) in hartree: -0.316 / -0.316
Kohn-Sham gap (spin up / spin down) in eV: 7.94 / 7.95

CARTESIAN COORDINATES (ANGSTROEM)
S (-0.65798, 0.67521, -1.27576)
C (0.89919, 0.94671, -0.70166)
C (-0.09232, -0.85901, 1.38732)
H (-0.73738, -0.72706, -1.43642)
N (-1.21821, -0.85176, 0.92997)
O (0.88551, -1.32786, 1.81766)
H (1.29528, 1.91994, -0.56782)
H (1.46813, 0.12014, -0.50661)
O (-1.84223, 0.10370, 0.35333)


(3)
The following is a DFT calculation (ωB97M-V with the def2-TZVPD basis set) of one molecule with the formula C2H3NO2S in a non-equilibrium geometry.

Computed properties:
Net charge: 0
Lowest unoccupied orbital energy in eV: -0.14
SMILES string: O=C(S)/C=N\O
Highest occupied orbital energy in hartree: -0.371
Kohn-Sham gap in eV: 9.97

CARTESIAN COORDINATES (ANGSTROEM)
H (0.36850, -1.99278, -0.37000)
C (-1.23195, -0.53925, 0.09347)
C (0.19740, -0.93469, -0.21173)
N (1.29429, -0.28460, -0.17371)
S (-1.70572, 1.15825, 0.13176)
O (-2.04871, -1.43720, 0.15675)
O (1.34165, 1.07188, 0.07741)
H (2.24260, 1.27532, 0.25541)
H (-0.45806, 1.68306, 0.04064)


(4)
The following is a DFT calculation (ωB97M-V with the def2-TZVPD basis set) of one molecule with the formula C2H3NO2S in a non-equilibrium geometry.

Computed properties:
Net charge: 0
Lowest unoccupied orbital energy in eV: -0.16
SMILES string: O=C(S)/C=N/O
Highest occupied orbital energy in hartree: -0.378
Kohn-Sham gap in eV: 10.12

CARTESIAN COORDINATES (ANGSTROEM)
H (-0.79074, 1.84047, -1.96894)
C (0.37577, -1.01043, 1.01636)
H (-1.50313, 0.29823, 1.20701)
O (1.16385, -1.93711, 1.20698)
C (0.58560, -0.16498, -0.24906)
N (-0.36139, 0.58278, -0.69493)
O (-0.04108, 1.28035, -1.87285)
H (1.60862, -0.20439, -0.63713)
S (-1.03751, -0.68493, 1.99255)


(5)
The following is a DFT calculation (ωB97M-V with the def2-TZVPD basis set) of a 2-piece molecular cluster, C2H3NO2S overall in a non-equilibrium geometry.

Computed properties:
Net charge: 0
Lowest unoccupied orbital energy in eV: -0.21
Highest occupied orbital energy in hartree: -0.357
Kohn-Sham gap in eV: 9.51

CARTESIAN COORDINATES (ANGSTROEM)
N (-1.93256, 0.55177, 1.12674)
C (1.10209, -0.62272, -0.67544)
O (-2.66273, 1.18291, -1.15849)
S (-2.26916, 0.11419, -0.25764)
O (0.06460, -0.62222, -1.22543)
C (2.24889, -0.63656, -0.07235)
H (-2.00649, 1.38874, 1.74112)
H (3.02704, -1.16329, -0.45989)
H (2.42830, -0.19282, 0.98139)


(6)
The following is a DFT calculation (ωB97M-V with the def2-TZVPD basis set) of a 2-piece molecular cluster, C2H3NO2S overall in a non-equilibrium geometry.

Computed properties:
Net charge: 0
Lowest unoccupied orbital energy in eV: -0.64
Highest occupied orbital energy in hartree: -0.346
Kohn-Sham gap in eV: 8.77

CARTESIAN COORDINATES (ANGSTROEM)
H (1.41331, -0.87072, 1.02424)
N (1.93832, -1.19390, 0.18253)
H (-0.43628, 3.15124, 0.41634)
S (2.75880, -0.00808, -0.41288)
O (-0.31634, 0.27965, -1.22406)
C (-0.32467, 1.05618, -0.34945)
C (-0.58259, 2.01102, 0.47202)
O (2.58360, 1.19813, 0.31980)
H (-0.93098, 1.72716, 1.45244)


(7)
The following is a DFT calculation (ωB97M-V with the def2-TZVPD basis set) of one molecule with the formula C2H3NO2S in a non-equilibrium geometry.

Computed properties:
Net charge: 0
Lowest unoccupied orbital energy in eV: -0.42
SMILES string: C=CS[N+](=O)[O-]
Highest occupied orbital energy in hartree: -0.368
Kohn-Sham gap in eV: 9.60

CARTESIAN COORDINATES (ANGSTROEM)
C (-0.55500, 0.70519, -0.36622)
H (0.85902, -0.71295, -0.19139)
H (-0.26235, 0.86927, -1.42282)
O (-4.09914, 0.75883, 1.05196)
S (-1.81716, 1.73348, 0.35641)
C (0.09097, -0.12211, 0.38145)
H (-0.15981, -0.30022, 1.37342)
N (-3.15765, 0.33785, 0.47784)
O (-2.96966, -0.68952, -0.07008)


(8)
The following is a DFT calculation (ωB97M-V with the def2-TZVPD basis set) of C2H3NO2S2 as an isolated structure in a non-equilibrium geometry.

Computed properties:
Net charge: 0
Lowest unoccupied orbital energy in eV: -0.81
Highest occupied orbital energy in hartree: -0.319
Kohn-Sham gap in eV: 7.86

CARTESIAN COORDINATES (ANGSTROEM)
S (1.56600, -1.63666, -0.68902)
C (-0.61101, -0.68009, 0.25891)
S (-1.42266, -1.99326, 0.13588)
H (2.28584, 0.29600, 1.05222)
H (-0.54011, 2.42795, -0.43238)
O (-0.30696, 1.29003, -0.92406)
O (1.30769, 0.24738, 1.15048)
H (-1.97110, 0.31679, -0.95924)
C (0.81238, -0.74540, 0.43233)
N (-1.12006, 0.47727, -0.02513)


(9)
The following is a DFT calculation (ωB97M-V with the def2-TZVPD basis set) of one molecule with the formula C2H3NO2S2 in a non-equilibrium geometry.

Computed properties:
Net charge: 0
Lowest unoccupied orbital energy (spin up / spin down) in eV: 0.11 / -1.75
<S²>: 2.0085
Highest occupied orbital energy (spin up / spin down) in hartree: -0.269 / -0.372
Spin multiplicity: 3
Kohn-Sham gap (spin up / spin down) in eV: 7.44 / 8.37

CARTESIAN COORDINATES (ANGSTROEM)
H (1.15753, 2.66813, 0.21101)
H (-1.50728, -1.44272, 1.04516)
O (2.81490, -0.61849, -1.03556)
H (0.52556, -1.39491, -0.81503)
O (-1.20143, -1.73967, 0.19289)
S (-0.28975, 0.71062, -0.64095)
N (2.14833, 1.04924, 0.64031)
C (1.09742, 1.60574, 0.21595)
S (2.57564, -0.51854, 0.37686)
C (-0.09226, -0.92080, -0.13792)


(10)
The following is a DFT calculation (ωB97M-V with the def2-TZVPD basis set) of one molecule with the formula C2H3NO3 in a non-equilibrium geometry.

Computed properties:
Net charge: 0
Lowest unoccupied orbital energy in eV: -0.10
SMILES string: O=C(O)/C=N\O
Highest occupied orbital energy in hartree: -0.407
Kohn-Sham gap in eV: 10.98

CARTESIAN COORDINATES (ANGSTROEM)
H (-0.11626, 0.13997, 1.48961)
H (2.42408, 1.18322, 0.94160)
O (-0.90307, -0.44175, 1.20734)
N (1.19126, 1.00101, -0.42965)
H (-0.03022, 0.74524, -1.88219)
C (-0.79250, -0.59549, -0.23737)
O (1.60824, 0.52414, 0.81521)
O (-1.62046, -1.01245, -0.99127)
C (0.24349, 0.32298, -0.72792)